No. 1
# C43H99F3N4O12

11 unconnected molecules or ions with the total composition C43H99F3N4O12 at a distorted geometry (wB97M-V/def2-TZVPD, OMol25).

Results
- maximum force (eV Å⁻¹) = 7.95
- lowest unoccupied orbital energy (eV) = -4.1
- charge = 0
- orbital gap (eV) = 4.4
- E_HOMO (eV) = -8.49
- energy relative to the best compared isomer or geometry (same formula, charge and spin) (eV) = 0.000
- calculated total energy (Ha) = -3119.081144

Geometry as XYZ:
```
161
Properties=species:S:1:pos:R:3:lowdin_charge:R:1
H -8.648 2.155 -5.724 0.122
H -13.125 4.256 -4.083 0.101
H -17.163 1.125 2.109 0.101
H -15.207 4.148 0.300 0.082
O -15.589 4.846 -2.564 -0.028
C -17.430 -4.433 -0.723 -0.001
H -18.723 -0.729 -0.844 0.046
H -19.295 -0.947 -3.547 0.108
C -21.360 -4.159 1.439 -0.251
O -11.859 -2.455 -0.516 -0.121
N -10.209 -0.453 -1.047 0.182
H -9.623 -0.529 -1.866 0.096
C -10.869 0.736 0.956 0.017
H -18.343 -4.181 -0.183 0.062
H -17.065 0.721 4.961 0.058
C -10.071 0.682 -0.336 -0.549
H -22.295 -4.712 1.530 0.098
H -22.910 1.034 5.455 0.099
C -11.602 2.876 5.791 -0.125
H -18.000 -3.112 -3.753 0.124
H -17.082 -5.445 -0.516 0.093
H -18.964 2.381 4.137 0.068
H -11.921 1.068 -2.256 0.067
H -21.129 2.797 5.549 0.113
H -19.536 2.274 6.248 0.100
C -13.518 1.307 5.618 -0.208
H -16.725 2.180 -1.408 0.058
O -18.053 0.665 -3.172 -0.084
H -15.696 -1.426 4.808 0.105
H -19.762 -1.709 5.313 0.041
H -13.098 0.773 6.471 0.111
H -15.208 -2.251 -1.690 0.024
C -15.378 -0.600 5.444 -0.269
H -12.832 -1.659 -2.958 0.107
H -11.756 4.321 -5.191 0.076
H -20.080 -1.827 1.306 0.080
C -11.327 -3.769 -0.865 -0.180
C -12.325 3.666 -4.531 0.007
C -16.179 -0.359 -0.137 -0.349
C -12.335 1.913 4.864 -0.281
H -20.815 -1.027 2.736 0.092
N -16.590 2.889 -2.114 0.191
C -14.347 -3.228 -3.076 -0.275
C -17.866 -4.330 -2.135 -0.583
F -14.690 0.589 1.580 0.151
H -8.028 2.630 -3.621 0.120
O -19.663 -0.767 -1.037 -0.077
H -12.653 2.475 3.986 0.106
H -24.037 -0.793 6.192 0.098
H -23.197 -0.249 7.637 0.104
C -19.312 0.095 -3.229 -0.249
N -17.800 -3.154 -2.764 0.187
H -19.759 0.677 -4.035 0.116
H -18.493 0.251 1.342 0.105
H -10.716 3.361 5.382 0.064
C -14.358 0.307 4.741 -0.202
H -13.811 -4.167 -3.212 0.121
H -19.201 2.516 1.704 0.055
H -9.393 -3.069 -0.869 0.117
C -21.113 -3.963 -0.068 -0.103
O -9.355 1.620 -0.769 -0.031
H -12.817 -2.504 -0.540 0.050
H -18.556 2.569 -0.024 0.065
H -20.169 -3.452 4.762 0.071
H -9.397 -2.355 -2.886 0.058
H -12.080 -4.159 -1.550 0.118
H -18.924 -3.420 2.794 0.098
H -16.750 -1.010 0.525 0.140
H -11.154 2.346 6.631 0.071
H -13.106 2.238 -2.268 0.065
F -13.909 0.480 -0.462 0.083
F -14.094 -1.338 0.755 0.137
H -12.326 3.635 6.086 0.074
H -19.898 1.212 -1.352 0.108
H -11.657 0.004 1.130 0.070
C -20.405 -1.956 2.339 -0.212
H -23.272 -2.706 7.342 0.071
H -9.976 5.603 -4.864 0.077
H -12.899 2.986 -5.160 0.112
H -18.402 -1.787 2.969 0.081
H -20.555 -4.802 1.794 0.099
C -23.055 -0.704 6.657 -0.267
H -22.032 -3.182 3.195 0.093
O -14.558 -2.955 -1.747 -0.071
C -8.334 4.503 -2.011 -0.043
H -18.626 -2.786 5.305 0.060
H -14.993 0.804 4.008 0.086
H -22.307 -2.675 5.979 0.058
H -11.282 1.745 0.949 0.084
H -8.121 3.563 -1.502 0.069
C -16.619 0.134 5.764 -0.137
H -22.034 -0.161 4.673 0.089
H -9.638 -4.692 -1.545 0.123
H -7.405 4.975 -2.328 0.099
H -13.029 1.164 -3.662 0.100
H -10.551 6.208 -3.245 0.098
C -10.516 1.943 -4.598 -0.120
O -11.250 4.001 -1.644 0.171
C -20.399 1.993 5.644 -0.281
H -17.466 0.145 -2.618 0.017
H -15.009 -0.969 6.402 0.109
C -15.712 3.865 -1.813 -0.566
H -19.474 0.734 4.131 0.065
H -8.851 6.302 -3.685 0.093
C -14.783 3.707 -0.603 0.000
C -19.231 -2.456 3.199 -0.233
H -10.135 0.706 1.761 0.088
H -11.678 1.097 4.563 0.101
C -20.028 0.279 -1.899 -0.220
H -21.293 1.093 7.360 0.101
C -9.758 5.709 -3.801 0.016
H -13.623 -0.270 4.180 0.099
H -15.069 -0.703 -3.239 0.048
H -14.509 2.654 -0.534 0.044
C -20.913 0.757 6.395 -0.195
H -14.185 2.072 6.014 0.107
O -14.527 -1.027 -3.961 -0.065
C -21.605 -2.885 2.237 -0.230
H -21.620 -2.041 7.456 0.075
C -8.524 3.391 -4.223 -0.120
H -15.219 -3.368 -3.716 0.123
H -13.838 4.224 -0.770 0.059
C -13.615 -2.060 -3.601 -0.247
H -17.422 -0.506 6.129 0.065
C -12.426 1.735 -2.956 0.013
C -18.341 2.449 1.037 -0.042
O -16.928 0.805 0.049 -0.153
C -9.421 2.766 -5.257 -0.192
H -16.674 -3.758 -0.324 0.068
C -9.338 4.331 -3.163 -0.362
C -19.836 1.748 4.302 -0.146
H -11.066 1.474 -5.414 0.136
H -20.875 -4.867 -0.628 0.075
C -17.756 1.041 1.199 -0.222
H -20.103 0.060 6.609 0.090
H -22.498 -2.377 1.871 0.111
H -16.412 0.890 6.521 0.077
H -20.521 2.015 3.498 0.073
O -16.412 -0.773 -1.480 -0.235
N -10.613 3.566 -2.722 0.123
H -13.113 -2.423 -4.498 0.120
C -22.530 -2.071 6.858 -0.140
C -14.687 -0.164 0.487 -0.482
O -18.216 -5.379 -2.749 -0.031
H -10.671 -1.313 -0.788 0.039
H -21.967 -3.495 -0.559 0.076
C -10.010 -3.668 -1.538 -0.236
H -17.088 2.905 -2.993 0.110
H -9.783 3.468 -6.008 0.115
H -21.107 0.215 -2.039 0.116
H -17.245 -2.478 -2.257 0.055
H -10.081 1.115 -4.038 0.122
H -7.736 3.909 -4.770 0.129
H -20.288 -3.267 -0.220 0.032
C -11.472 2.733 -3.684 -0.406
H -8.635 5.133 -1.174 0.091
C -22.220 0.220 5.677 -0.173
O -9.949 -3.140 -2.884 -0.051
H -17.632 3.199 1.387 0.076
C -19.516 -2.582 4.709 -0.093
H -11.222 -4.321 0.069 0.130
```

No. 2
# C44H100N8O12

10 unconnected molecules or ions with the total composition C44H100N8O12 at a distorted geometry (wB97M-V/def2-TZVPD, OMol25).

Results
- SMILES = COC[C@H](C)N.COC[C@H](C)N.COC[C@H](C)N.COC[C@H](C)N.COC[C@H](C)N.COC[C@H](C)N.COC[C@H](C)N.COC[C@H](C)N.Oc1ccc(O)cc1.Oc1ccc(O)cc1
- maximum force (eV Å⁻¹) = 3.25
- lowest unoccupied orbital energy (eV) = 0.4
- charge = 0
- orbital gap (eV) = 7.9
- E_HOMO (eV) = -7.56
- calculated total energy (Ha) = -3077.181702

Geometry as XYZ:
```
164
Properties=species:S:1:pos:R:3:lowdin_charge:R:1
H 1.407 -0.506 -1.927 0.073
C 4.915 -4.207 0.359 -0.230
C 1.384 5.747 -3.007 -0.073
H 6.505 -5.158 2.412 0.092
H -0.631 4.258 -2.785 0.106
C 5.598 -0.481 -3.371 -0.180
H -2.286 -7.131 -0.982 0.137
H 2.185 4.727 2.148 0.083
H -8.154 3.692 2.235 0.060
H -5.212 0.272 -1.417 0.096
C -3.954 -0.047 -3.720 -0.240
H 4.567 -4.443 -0.663 0.127
C -0.791 5.304 -2.493 -0.289
H -1.620 -1.700 1.523 0.070
O -0.004 6.124 -3.292 -0.157
C 3.310 1.945 0.536 -0.178
H 1.821 1.634 -2.809 0.053
C -2.634 6.981 -2.278 -0.046
C -2.466 0.192 -3.642 -0.443
C -4.988 3.621 1.367 -0.240
C -7.335 3.696 1.577 -0.096
C -3.869 0.875 6.075 -0.007
H -1.041 -0.035 2.895 0.102
H -7.499 2.705 1.048 0.108
H 1.712 -5.443 5.028 0.108
H 0.285 -3.463 5.067 0.146
H -4.696 5.940 2.944 0.092
N -2.646 3.733 1.286 0.053
H -4.875 2.615 0.896 0.126
H 5.820 0.572 0.238 0.096
C 4.871 1.960 -3.802 -0.017
H -1.722 3.792 1.702 0.090
H -4.157 -0.290 -4.791 0.141
H -3.986 6.150 1.285 0.068
H -4.162 0.827 7.109 0.108
C -4.762 1.152 -1.854 -0.100
H -2.042 -4.260 -3.094 0.059
H -7.427 4.557 0.886 0.097
H 3.983 4.221 -0.954 0.103
H 5.126 -6.235 3.067 0.095
H -5.263 4.254 0.494 0.119
C -2.289 -4.267 -0.541 -0.035
H 3.691 -5.698 1.239 0.141
H -3.818 3.606 3.008 0.115
H 4.789 -1.829 -0.584 0.082
H 2.486 3.174 2.761 0.081
H 2.333 -2.128 4.511 0.072
H -3.796 1.265 -1.381 0.063
H 3.563 0.268 -2.134 0.068
H -2.709 2.204 -4.402 0.066
H 6.389 -6.646 0.951 0.060
C -2.199 -2.843 3.741 -0.057
C -0.663 1.947 -0.826 -0.027
C 3.875 -2.125 -0.003 -0.078
H -3.741 7.008 -2.193 0.081
C -0.142 -0.739 -0.495 -0.040
H -1.886 0.024 6.466 0.117
H -0.494 -8.041 1.985 0.062
H -1.587 -8.522 0.728 0.096
C -3.874 5.652 2.238 -0.046
C 0.854 -3.640 4.128 -0.448
H -0.254 -4.788 -1.312 0.140
N 3.124 4.248 -0.348 0.073
O -1.220 -3.182 2.723 -0.249
C -1.412 1.207 0.063 -0.023
C -2.280 0.283 4.321 -0.378
H -1.746 -2.265 4.596 0.088
H 5.949 -3.977 0.443 0.114
H 0.478 -4.317 2.160 0.131
H 1.696 6.021 -1.945 0.097
O -6.092 3.646 2.272 -0.209
H -2.221 7.113 -1.307 0.063
H -1.460 -1.690 -3.277 0.066
H 5.113 2.210 -2.751 0.057
O 5.064 -1.846 -3.428 -0.224
H -0.582 5.411 -1.420 0.132
H -2.955 0.675 2.395 0.076
C -0.627 -7.996 0.942 -0.105
H -2.546 5.396 -3.752 0.136
C 6.080 -2.810 -3.246 -0.103
H -2.229 0.462 -2.614 0.107
H 2.979 -0.788 -3.368 0.101
C -2.254 5.557 -2.711 -0.415
N 5.439 -6.673 0.666 0.047
H -2.955 6.003 2.734 0.080
H -2.505 -3.815 4.126 0.088
O -2.012 -0.883 1.142 -0.023
H -5.025 1.723 2.960 0.086
N 1.855 -4.596 4.420 0.023
C -3.796 4.145 2.079 -0.431
H 4.264 3.753 1.270 0.120
H 1.984 6.243 -3.723 0.066
C 4.527 0.450 -3.823 -0.444
C -4.418 1.407 3.775 0.001
H -2.468 -3.308 -1.100 0.072
O 4.144 1.632 -0.599 -0.237
H 6.831 -2.513 -4.016 0.095
C 0.624 -0.048 -1.404 -0.030
O -0.907 -6.658 0.521 -0.207
C 3.334 3.447 0.859 -0.453
H 6.145 1.821 -0.938 0.074
H -1.896 -1.576 -4.836 0.064
C 5.401 -5.296 2.529 -0.062
C -2.577 0.403 5.694 0.009
H -0.580 -7.277 -1.471 0.122
H 2.219 -2.576 2.765 0.065
H -2.124 1.716 0.695 0.065
C -0.143 -4.085 3.052 -0.171
H -2.288 1.038 -5.578 0.086
H -1.725 -3.989 0.347 0.043
H 1.531 4.625 -3.067 0.082
H 2.337 1.555 0.191 0.117
H -4.019 4.681 -1.975 0.083
H -5.268 2.072 -1.698 0.075
H 6.443 -0.431 -4.030 0.116
H 0.017 -1.829 -0.294 0.130
H -2.755 3.590 -2.214 0.068
H -1.027 1.551 -4.385 0.086
N -2.997 4.549 -1.876 0.037
H -2.581 4.124 0.370 0.028
H 2.449 -4.832 3.661 0.045
H 2.360 3.921 -0.863 0.020
C -1.267 -6.651 -0.869 -0.220
H 5.543 -3.713 -3.378 0.081
H 5.643 2.320 0.656 0.078
O 4.136 -3.182 0.938 -0.199
H 4.332 0.188 -4.861 0.141
H -3.028 -2.271 3.283 0.102
H -2.226 7.724 -2.974 0.085
C -1.316 -5.204 -1.384 -0.425
C -4.728 1.446 5.141 -0.329
N -1.627 -0.991 -4.046 0.047
H 4.042 2.493 -4.258 0.083
C -2.104 1.322 -4.536 -0.067
H 1.329 3.322 1.344 0.092
H -0.589 -5.026 3.362 0.114
H 5.040 -4.416 2.993 0.051
C -1.168 -0.200 0.230 -0.265
H 6.582 -2.621 -2.288 0.083
O -5.890 1.992 5.583 0.043
H 3.533 -1.253 0.565 0.078
H 5.787 1.988 -4.366 0.071
H -1.208 -5.644 -3.445 0.076
H -4.135 -0.944 -3.076 0.128
H 5.235 -6.772 -0.315 0.076
O -4.758 0.961 -3.235 -0.167
O -1.089 -0.111 3.873 0.023
H -0.851 3.031 -0.997 0.098
H 5.939 -0.252 -2.373 0.110
N 3.301 0.164 -3.125 0.045
C 5.485 1.576 -0.108 -0.104
H -6.275 2.562 4.906 0.100
N -1.831 -5.209 -2.753 0.010
H -3.229 -4.812 -0.345 0.089
H 0.215 -8.523 0.462 0.092
H 1.013 -1.535 3.570 0.056
C 0.362 1.309 -1.540 -0.307
H 3.063 -2.510 -0.679 0.104
H 3.594 1.315 1.392 0.129
C -3.219 0.753 3.421 -0.013
C 4.773 -5.511 1.126 -0.477
C 1.677 -2.391 3.697 -0.032
C 2.264 3.690 1.841 -0.067
O 1.157 2.137 -2.330 -0.003
```